[1]
{
  "formula": "C4H4O2S",
  "method": "the ωB97M-V functional and the def2-TZVPD basis",
  "elements": ["C", "C", "C", "C", "O", "O", "S", "H", "H", "H", "H"],
  "xyz": [[0.2547, -1.0756, -0.7189], [0.7492, 0.1249, -0.3119], [-1.0154, -1.6968, -0.3674], [0.1546, 1.0633, 0.5532], [0.1733, 3.3724, 1.6768], [-1.7855, -1.3922, 0.5118], [0.9538, 2.5131, 0.7972], [0.8472, -1.6450, -1.4235], [1.7091, 0.4256, -0.7203], [-1.2445, -2.5604, -1.0278], [-0.7964, 0.8707, 1.0307]],
  "forces_ev_per_a": [[0.734, 0.959, 0.194], [0.232, -1.196, -0.820], [-0.333, -0.536, -0.213], [0.489, 1.784, 0.590], [0.090, 0.599, 0.274], [0.127, 0.363, 0.121], [-1.304, -2.048, -0.243], [0.020, 0.008, -0.036], [0.091, -0.095, -0.091], [-0.094, 0.025, 0.128], [-0.052, 0.137, 0.096]],
  "total_energy_ev": -19140.725,
  "relative_energy_kcal_mol": 52.3,
  "orbital_gap_ha": [0.2754, 0.2754],
  "multiplicity": 1,
  "homo_energy_ev": [-9.130, -9.130]
}



[2]
{
  "formula": "C4H6OS",
  "method": "the ωB97M-V functional and the def2-TZVPD basis",
  "elements": ["C", "C", "C", "C", "O", "S", "H", "H", "H", "H", "H", "H"],
  "xyz": [[1.0509, -0.8244, -2.9691], [0.9859, -1.0353, -1.7163], [-0.3859, 0.1715, 1.2398], [-0.9650, 1.0124, 2.3475], [0.5401, -0.5955, 1.3594], [-1.1943, 0.4225, -0.2800], [1.7865, -1.3208, -3.5968], [0.3924, -0.1549, -3.5077], [1.1316, -1.3353, -0.7084], [-0.9948, 2.0556, 2.0317], [-1.9856, 0.6921, 2.5526], [-0.3619, 0.9122, 3.2475]],
  "forces_ev_per_a": [[0.155, 0.038, -1.004], [-1.446, 0.898, 1.200], [-0.064, 0.043, -0.212], [0.151, 0.028, 0.233], [0.315, -0.131, 0.353], [0.636, -0.475, -1.218], [0.200, -0.123, 0.060], [-0.185, 0.095, 0.097], [0.283, -0.293, 0.422], [-0.021, -0.034, 0.054], [-0.039, -0.005, 0.008], [0.015, -0.040, 0.007]],
  "total_energy_ev": -17123.983,
  "relative_energy_kcal_mol": 95.6,
  "orbital_gap_ha": [0.3249, 0.2419],
  "multiplicity": 1,
  "homo_energy_ev": [-9.349, -8.540]
}



[3]
{
  "formula": "C6H9NO",
  "method": "the ωB97M-V functional and the def2-TZVPD basis",
  "elements": ["C", "C", "C", "N", "C", "C", "C", "O", "H", "H", "H", "H", "H", "H", "H", "H", "H"],
  "xyz": [[-0.4087, -0.4984, -2.3063], [-0.5454, -0.0367, -1.0975], [-0.9842, 0.5557, 0.0078], [-1.8413, 1.6404, 0.0700], [-0.4425, 0.0193, 1.3034], [0.5810, -1.0561, 0.8209], [1.9656, -0.5032, 0.5726], [0.3618, -2.2422, 0.9486], [-1.1533, -1.1308, -2.7716], [0.4943, -0.3446, -2.8822], [-2.0226, 2.0898, -0.8159], [-1.6941, 2.2751, 0.8418], [0.0201, 0.8129, 1.8959], [-1.2426, -0.4852, 1.8468], [2.5881, -1.2578, 0.0978], [2.4179, -0.2222, 1.5232], [1.9059, 0.3838, -0.0555]],
  "forces_ev_per_a": [[0.238, -0.388, -0.117], [-1.309, 1.493, 0.050], [0.963, -0.687, -0.390], [-0.258, 0.261, -0.198], [-0.246, -1.155, -1.096], [0.483, -0.089, 2.756], [-0.061, -0.188, -0.735], [-0.113, 0.750, -0.626], [-0.085, -0.231, 0.072], [0.093, 0.204, -0.095], [-0.009, 0.074, 0.176], [0.057, -0.013, -0.191], [0.089, -0.140, 0.004], [0.116, 0.096, 0.248], [0.034, 0.007, -0.020], [-0.113, -0.040, 0.144], [0.120, 0.048, 0.017]],
  "total_energy_ev": -9903.392,
  "relative_energy_kcal_mol": 51.0,
  "orbital_gap_ha": 0.3309,
  "multiplicity": 1,
  "smiles": "C=C=C(N)CC(C)=O",
  "homo_energy_ev": -8.241
}



[4]
{
  "formula": "C30H26N14S3Sc",
  "method": "the ωB97M-V functional and the def2-TZVPD basis",
  "elements": ["Sc", "N", "C", "S", "N", "N", "C", "C", "C", "C", "C", "C", "N", "H", "H", "H", "H", "H", "H", "H", "C", "C", "N", "C", "C", "N", "C", "C", "C", "C", "C", "N", "C", "C", "N", "C", "C", "N", "C", "C", "C", "N", "C", "C", "H", "H", "H", "H", "H", "H", "H", "H", "H", "H", "H", "H", "S", "C", "N", "C", "C", "C", "N", "N", "C", "N", "S", "H", "H", "H", "H", "H", "H", "H"],
  "xyz": [[-0.3044, 0.4498, -1.1050], [-1.8346, -3.7025, -0.4014], [-1.7670, -2.3538, -0.3061], [-2.3175, -1.3774, -1.6320], [-1.3053, -1.8708, 0.8314], [-1.2450, -0.5094, 0.7541], [-1.5655, 0.2027, 1.7561], [-1.6510, 1.6537, 1.5173], [-2.1189, 2.5318, 2.4786], [-2.3013, 3.8636, 2.1352], [-2.0201, 4.2706, 0.8421], [-1.5381, 3.3319, -0.0536], [-1.3449, 2.0573, 0.2734], [-2.3809, -4.0934, -1.1489], [-1.7423, -4.2371, 0.4475], [-1.8883, -0.2351, 2.6966], [-2.3508, 2.1702, 3.4713], [-2.6687, 4.5705, 2.8676], [-2.1634, 5.2943, 0.5265], [-1.2889, 3.6097, -1.0719], [1.7802, 3.9779, 1.6993], [1.4547, 3.3280, 0.5162], [1.4343, 2.0043, 0.4406], [1.7904, 1.3232, 1.5259], [2.0439, 1.9804, 2.7254], [2.0303, 3.3045, 2.8159], [1.9648, -0.1388, 1.3391], [2.7017, -0.8857, 2.2424], [2.9390, -2.2295, 1.9885], [2.4613, -2.7478, 0.7946], [1.7408, -1.9362, -0.0660], [1.4624, -0.6597, 0.2151], [1.3016, -2.4119, -1.4007], [1.5759, -3.6865, -1.8909], [1.2657, -4.0516, -3.1249], [0.6671, -3.1422, -3.8865], [0.3346, -1.8930, -3.3954], [0.6526, -1.5311, -2.1574], [3.7103, -3.0683, 2.9353], [3.3320, -4.3794, 3.1935], [4.0800, -5.1250, 4.0920], [5.1545, -4.6558, 4.7206], [5.5145, -3.4006, 4.4645], [4.8286, -2.5701, 3.5911], [1.8145, 5.0592, 1.7493], [1.2033, 3.8818, -0.3817], [2.2462, 1.4348, 3.6383], [3.1018, -0.4269, 3.1346], [2.6859, -3.7702, 0.5332], [2.0520, -4.4380, -1.2767], [0.4267, -3.4202, -4.9046], [-0.2172, -1.1828, -3.9972], [2.4553, -4.8116, 2.7278], [3.7992, -6.1471, 4.3183], [6.3967, -3.0392, 4.9797], [5.1852, -1.5640, 3.4100], [1.5473, 3.9964, -3.3120], [1.2890, 2.5093, -2.7836], [1.0543, 1.4117, -2.4074], [-5.8047, 1.8084, -1.3198], [-5.2894, 2.5120, -2.5724], [-3.9016, 2.0721, -2.9280], [-3.0007, 1.7774, -2.0680], [-1.7921, 1.4225, -2.6340], [-1.8166, 1.4660, -3.9449], [-0.7833, 1.1124, -4.7500], [-3.3577, 1.9098, -4.5756], [-6.8003, 2.1717, -1.0689], [-5.1420, 1.9920, -0.4751], [-5.8557, 0.7306, -1.4743], [-5.2781, 3.5948, -2.4239], [-5.9499, 2.3252, -3.4204], [0.1328, 1.1632, -4.3207], [-0.8248, 1.4175, -5.7091]],
  "forces_ev_per_a": [[-0.328, -0.583, -0.063], [0.003, 0.026, -0.088], [-0.074, -0.032, 0.129], [0.216, 0.103, 0.176], [-0.019, -0.018, -0.063], [0.120, 0.134, 0.102], [-0.063, 0.108, 0.013], [0.020, -0.070, -0.005], [-0.017, 0.043, 0.072], [-0.008, 0.006, 0.021], [0.000, 0.025, 0.023], [0.035, -0.020, -0.040], [0.009, 0.011, -0.079], [0.009, 0.002, 0.012], [0.003, 0.002, 0.010], [-0.022, -0.003, 0.006], [0.001, 0.007, -0.004], [0.000, -0.010, -0.005], [0.003, -0.006, 0.005], [-0.007, -0.003, 0.015], [0.001, -0.015, 0.034], [0.009, 0.013, -0.061], [-0.123, -0.053, 0.042], [0.017, -0.059, -0.009], [0.029, 0.062, 0.031], [0.001, -0.026, -0.012], [-0.021, 0.016, 0.035], [-0.014, 0.016, 0.037], [0.045, -0.018, 0.041], [0.002, -0.058, -0.001], [-0.017, -0.031, -0.044], [0.069, 0.028, -0.114], [0.023, 0.008, 0.044], [-0.005, -0.040, -0.049], [0.010, 0.018, 0.010], [0.021, -0.049, 0.012], [-0.031, 0.051, -0.061], [-0.051, 0.174, 0.058], [-0.051, 0.044, -0.045], [-0.023, -0.039, -0.004], [0.050, 0.027, 0.024], [-0.025, 0.033, -0.033], [-0.027, -0.060, 0.008], [0.029, 0.029, 0.009], [0.005, -0.006, 0.003], [0.007, -0.007, 0.018], [0.007, 0.010, 0.009], [-0.001, -0.012, 0.001], [-0.007, -0.011, -0.001], [0.032, 0.000, -0.003], [-0.001, -0.008, 0.008], [0.017, -0.023, 0.001], [0.007, 0.004, 0.006], [0.006, 0.001, 0.005], [0.001, -0.007, 0.002], [-0.003, -0.011, 0.002], [0.005, -0.001, 0.010], [0.035, 0.089, 0.027], [0.154, 0.134, -0.166], [0.007, 0.009, 0.005], [0.009, -0.055, 0.004], [-0.034, -0.063, -0.004], [0.060, -0.042, -0.089], [-0.055, 0.136, 0.013], [-0.002, -0.108, -0.010], [-0.042, 0.044, -0.017], [-0.011, 0.119, -0.039], [0.006, -0.004, -0.003], [-0.013, 0.007, -0.002], [0.006, 0.012, 0.002], [0.009, 0.012, -0.019], [-0.010, -0.011, 0.003], [-0.001, 0.004, 0.023], [0.006, -0.006, 0.026]],
  "charge": 1,
  "total_energy_ev": -105599.588,
  "relative_energy_kcal_mol": 24.5,
  "orbital_gap_ha": 0.2547,
  "multiplicity": 1,
  "homo_energy_ev": -10.656
}



[5]
{
  "formula": "C20H28N4O4",
  "method": "the ωB97M-V functional and the def2-TZVPD basis",
  "elements": ["C", "C", "O", "N", "C", "C", "O", "N", "C", "C", "C", "C", "C", "C", "N", "C", "O", "C", "C", "C", "C", "N", "C", "O", "C", "C", "C", "C", "H", "H", "H", "H", "H", "H", "H", "H", "H", "H", "H", "H", "H", "H", "H", "H", "H", "H", "H", "H", "H", "H", "H", "H", "H", "H", "H", "H"],
  "xyz": [[-5.4575, 6.2593, -0.2389], [-3.9799, 6.4778, 0.0080], [-3.2757, 6.3898, -1.2663], [-2.6697, 5.1557, -1.3488], [-2.7119, 4.5761, -0.2187], [-2.1170, 3.2202, -0.0174], [-2.1471, 2.6959, 1.0854], [-1.5780, 2.6526, -1.1131], [-0.9280, 1.3562, -1.0486], [0.5016, 1.4479, -0.5235], [1.2143, 0.1020, -0.4636], [2.6977, 0.2783, -0.1381], [3.4087, -1.0652, -0.0090], [2.6946, -1.9769, 0.9860], [1.2826, -2.1078, 0.6368], [0.8074, -3.1073, -0.1751], [-0.1334, -2.9290, -0.9353], [1.4385, -4.4579, -0.0622], [1.8153, -5.0201, 1.1494], [2.3190, -6.3107, 1.1974], [2.4418, -7.0772, 0.0423], [2.9871, -8.3451, 0.0484], [2.0592, -6.4981, -1.1757], [2.2154, -7.2890, -2.2876], [1.5538, -5.2182, -1.2238], [0.5884, -0.8273, 0.5770], [-3.3293, 5.3981, 0.8745], [-2.2687, 5.9167, 1.8443], [-6.0145, 6.3677, 0.6933], [-5.8368, 6.9831, -0.9590], [-5.6309, 5.2555, -0.6310], [-3.7855, 7.4810, 0.3888], [-1.5718, 3.1934, -1.9626], [-1.5327, 0.7187, -0.4048], [-0.9396, 0.9203, -2.0485], [1.0692, 2.1278, -1.1668], [0.4791, 1.8987, 0.4738], [1.1243, -0.3954, -1.4376], [3.1796, 0.8928, -0.9027], [2.7842, 0.8276, 0.8079], [3.4318, -1.5651, -0.9829], [4.4453, -0.9253, 0.3062], [3.1625, -2.9558, 1.0067], [2.7568, -1.5535, 1.9940], [1.7044, -4.4535, 2.0651], [2.6167, -6.7424, 2.1455], [3.0358, -8.8247, -0.8324], [2.8718, -8.9137, 0.8667], [1.8956, -6.8161, -3.0619], [1.2197, -4.7935, -2.1642], [0.6587, -0.3602, 1.5660], [-0.4575, -1.0258, 0.3631], [-4.0771, 4.8180, 1.4170], [-1.7713, 5.0856, 2.3418], [-1.5198, 6.5058, 1.3115], [-2.7272, 6.5520, 2.6033]],
  "forces_ev_per_a": [[-0.001, 0.000, -0.001], [-0.002, 0.000, 0.002], [0.002, -0.001, -0.002], [0.000, 0.001, -0.001], [0.001, -0.002, 0.003], [-0.001, 0.004, 0.000], [0.000, -0.001, 0.000], [0.003, 0.003, -0.001], [-0.001, -0.003, 0.002], [0.002, 0.002, 0.000], [-0.002, -0.001, 0.001], [0.002, 0.000, 0.002], [0.000, -0.001, 0.001], [0.001, -0.001, 0.004], [0.000, -0.007, -0.011], [0.004, 0.007, 0.009], [-0.003, -0.001, -0.001], [0.000, -0.002, 0.003], [-0.002, 0.006, -0.004], [-0.133, -0.057, 0.021], [0.146, 0.067, -0.018], [0.161, 0.063, -0.033], [-0.001, 0.004, 0.000], [0.001, 0.002, -0.001], [0.000, 0.002, -0.001], [-0.001, 0.002, 0.003], [-0.002, 0.000, -0.003], [0.001, 0.000, 0.002], [0.001, 0.000, 0.000], [0.000, 0.000, 0.000], [0.000, 0.000, 0.000], [0.000, 0.000, -0.001], [-0.003, -0.002, -0.002], [0.000, -0.001, 0.000], [0.001, 0.002, -0.001], [0.000, 0.000, 0.000], [0.000, -0.001, 0.000], [0.000, 0.000, 0.000], [-0.001, -0.001, -0.001], [0.000, 0.000, 0.000], [-0.001, 0.000, 0.000], [0.000, 0.001, -0.001], [0.000, -0.001, -0.001], [-0.002, 0.001, -0.001], [0.001, -0.001, 0.001], [0.001, -0.001, -0.001], [-0.172, -0.077, 0.030], [0.000, -0.001, 0.002], [-0.001, -0.001, 0.000], [0.001, -0.003, -0.001], [0.001, 0.000, 0.000], [0.001, 0.000, -0.001], [0.001, 0.000, 0.001], [0.000, 0.000, 0.000], [-0.001, 0.000, -0.001], [0.001, 0.000, 0.000]],
  "total_energy_ev": -35345.334,
  "relative_energy_kcal_mol": 41.3,
  "orbital_gap_ha": 0.3169,
  "multiplicity": 1,
  "smiles": "C[C@@H]1ON=C(C(=O)NCC[C@H]2CCCN(C(=O)c3ccc(N)c(O)c3)C2)[C@H]1C",
  "homo_energy_ev": -7.895
}